The following is a DFT calculation (ωB97M-V/def2-TZVPD) of a molecular structure, C60H60N12 in a non-equilibrium geometry.

Last column: Mulliken charge in e.
Cartesian coordinates (Å):
C -4.267 0.151 0.857  -0.5004
H -4.239 2.892 -5.429  0.4211
C -0.519 -5.189 -1.945  0.1384
C -1.282 2.222 -3.990  0.2084
C 0.780 4.343 -0.295  -1.1690
C 5.179 0.631 -0.114  -1.1997
C -1.057 -1.274 3.854  -0.9192
C 0.751 -3.337 3.506  -1.1565
C -4.451 1.066 -1.378  0.1320
C 3.356 -0.676 1.684  0.5075
H -4.233 -0.410 -3.001  0.4498
C -3.060 3.894 2.907  -0.8333
H 0.270 4.267 1.740  1.6416
H -0.131 -6.163 -1.685  0.3195
H 1.302 -5.957 2.039  0.3729
C 0.553 -4.713 0.435  -1.4733
C 2.942 -0.739 -0.945  0.2901
H 3.674 -2.595 0.780  0.5338
C 1.685 2.622 1.656  -1.5260
C 2.461 -1.511 2.380  0.6810
N -0.456 2.749 -1.717  -0.0198
C 0.360 -1.434 0.419  -0.1279
H 1.615 0.320 0.677  -0.6597
C -0.199 0.830 -0.186  1.0614
H -1.811 2.464 -0.492  0.7005
H -1.876 5.812 -1.792  0.3458
H -0.280 -5.365 0.215  0.4058
C -0.094 5.353 -0.704  -0.6102
C -1.139 5.049 -1.592  -1.7781
C 2.555 -1.472 3.800  0.5649
H 3.354 -4.510 2.367  0.4328
C 4.154 -1.380 -0.636  -1.2305
C 2.981 0.662 -0.681  1.6681
H -0.136 -3.356 1.469  -0.1008
H -3.261 4.280 3.895  0.3979
C 1.927 1.282 2.056  0.7271
N -1.103 -2.613 -2.690  -0.4511
N 4.060 1.342 -0.241  -0.8681
C -0.110 -2.893 2.444  1.6997
H -4.643 1.926 -2.002  0.5013
H -1.778 -0.484 4.008  0.4976
C -4.530 1.244 0.018  -0.8399
C -0.160 -3.306 -3.402  -0.9135
C -1.765 4.096 0.909  -0.7080
H -3.997 -2.005 0.861  0.6956
H -1.004 0.357 -2.189  -0.0838
N -0.895 -1.935 0.129  0.5158
H 6.070 1.175 0.161  0.5666
C -4.277 -0.252 -1.933  -0.9422
N -0.198 -1.556 4.876  -0.8023
N -3.126 1.789 -2.460  0.7555
C -1.812 1.762 -2.763  -0.5730
N 1.840 -2.766 -0.103  -0.1289
H 1.031 -2.053 0.996  -0.6963
H 1.651 4.560 0.305  0.8190
H -0.406 -2.004 -2.561  0.0783
H -1.904 2.942 -5.943  0.5303
C 0.694 -0.092 0.294  0.7598
C 0.470 3.241 2.012  -0.8594
C 2.518 -0.688 -3.244  -1.5389
H 0.335 -2.807 -4.222  0.5445
H -2.781 -1.341 -0.466  0.5589
H 2.430 3.164 1.091  0.8518
C 2.557 -4.276 1.676  -1.0732
H 4.861 0.813 4.315  0.3846
H 3.424 -0.763 0.610  -1.0553
H 1.831 -2.098 4.300  0.3681
C 1.410 -5.050 1.463  -0.9819
C -0.055 0.078 -2.623  2.0721
H 4.906 0.733 1.724  0.4033
C 0.494 3.042 -0.768  1.7481
H 3.539 -0.928 -3.503  0.3104
H -2.302 0.994 -0.837  -0.1551
C -2.825 2.020 1.382  0.2039
N -0.360 1.224 2.991  -0.3873
H 1.553 -4.049 3.378  0.4055
H 1.210 -2.794 5.601  0.6350
C 0.857 0.627 2.720  0.4379
C 2.787 -3.210 0.803  -0.1766
C 0.940 1.091 -2.673  0.8668
C 0.297 -1.218 -2.794  0.8047
H -1.116 1.413 -2.015  -0.3182
C 0.616 -2.598 4.720  -0.3776
N -2.210 4.630 2.094  -0.7930
H -4.157 0.210 1.930  0.8280
C -2.084 2.803 0.497  1.4699
H 1.797 -2.131 1.796  0.1406
H 0.800 2.144 -2.477  0.2142
C -1.048 -1.901 2.670  -0.3356
C -1.663 -3.173 -1.577  0.2178
N 3.408 -0.661 4.424  -0.7712
H -2.135 3.568 -2.696  0.0782
C 4.287 0.099 3.742  -1.0045
C -2.192 2.640 -4.947  -0.9717
C -3.347 2.554 2.592  -1.2076
H 3.020 1.418 -2.819  0.9360
H 4.078 -2.443 -0.815  1.2978
H -5.029 2.176 -2.983  0.4109
H 2.899 0.846 1.881  -0.0284
H -1.718 -1.613 1.874  0.7679
H -4.605 2.248 0.411  1.0292
C -1.375 -4.435 -1.163  -1.0364
H -0.006 -3.160 -0.996  0.0914
C -1.500 0.371 -0.471  -1.2772
H 0.701 -5.189 -3.779  0.4390
C -1.774 -0.990 -0.298  -0.8542
H -1.774 -4.820 -0.236  0.7218
H -0.204 2.148 -3.981  0.6367
C 2.262 0.653 -2.904  -1.3290
C 0.078 -4.608 -3.115  -0.9891
H -0.047 6.391 -0.411  0.4047
C -4.046 -1.108 0.261  -0.8160
H 6.173 -1.152 0.126  0.3188
N -4.081 -1.322 -1.085  -0.6821
C -4.021 2.132 -3.369  0.0127
H -3.940 1.939 3.253  0.5023
H 1.176 2.266 -0.451  0.1315
H -2.273 -2.533 -0.957  0.3435
H 2.040 -1.269 -1.213  0.4788
H 2.072 1.155 -0.993  -0.4605
C -0.569 2.521 2.625  -2.3264
H -2.933 0.970 1.151  -0.3071
H -1.486 3.014 2.916  2.0466
C 0.711 -3.470 -0.250  1.6699
C -3.562 2.578 -4.648  -1.5031
C 5.231 -0.725 -0.187  -0.9460
C -1.251 3.799 -2.120  0.6696
H 0.096 1.856 -0.347  -0.5962
N 1.535 -1.614 -3.205  -0.5465
H 0.980 -0.360 3.140  -0.3282
H -1.229 4.757 0.244  0.8122
C 4.276 0.122 2.353  -0.3407

As for the gap between HOMO and LUMO: 5.65 eV. As for the spin multiplicity: 1. For the highest occupied orbital energy, the calculation gives -6.533 eV. As for the net charge: 0.


The following is a DFT calculation (ωB97M-V/def2-TZVPD) of 2 unconnected molecules or ions with the total composition C8H13N2O2 in a non-equilibrium geometry.

Last column: Mulliken spin population.
Cartesian coordinates (Å):
H -0.671 0.953 -0.316  0.0671
H 4.324 1.300 -0.921  -0.0001
H -2.867 2.507 0.134  0.0117
H -5.187 -0.911 0.237  0.0350
C -1.980 -0.689 -0.342  0.4714
H -4.620 1.693 0.632  0.0153
C -3.172 -1.271 -0.058  -0.1149
N 1.981 -0.454 -0.891  0.0002
H 2.607 -0.426 -1.717  0.0002
C -2.745 1.428 0.061  -0.0584
H 4.263 -0.366 1.470  0.0003
H 0.566 -0.171 1.108  0.0178
H 5.572 0.590 -0.202  0.0001
N 4.584 0.436 -0.501  0.0002
C 3.796 0.272 0.680  -0.0015
O -0.817 -1.516 -0.679  0.0659
C 2.387 -0.097 0.354  0.0116
C -4.226 -0.470 0.240  0.5663
C -4.025 0.899 0.263  0.4411
H -1.130 -2.393 -0.820  -0.0045
C -1.699 0.644 -0.250  0.4725
H -3.349 -2.281 -0.220  -0.0034
H 1.056 -0.753 -0.936  -0.0040
H 3.812 1.230 1.304  -0.0003
O 1.540 -0.155 1.369  0.0103

The expectation value of S² is 2.040. As for the gap between HOMO and LUMO (alpha / beta): 4.00 / 7.09 eV. As for the spin multiplicity: 3. For the highest occupied orbital energy (alpha / beta), the calculation gives -7.805 / -12.771 eV. As for the net charge: +1.


The following is a DFT calculation (ωB97M-V/def2-TZVPD) of a single C2H5BrCl2Si molecule in a non-equilibrium geometry.

Last column: Mulliken spin population.
Cartesian coordinates (Å):
Si 0.756 -1.072 -0.712  0.7030
H -0.563 1.260 -1.004  -0.0025
Br -0.569 -1.821 -2.745  1.1259
H -0.221 0.588 1.881  0.0011
Cl 0.526 -2.299 0.858  0.0462
C -0.787 0.750 1.067  -0.0024
H 0.902 1.170 -0.158  -0.0045
H -1.165 1.714 1.007  0.0040
Cl 2.728 -0.909 -0.940  0.0511
C 0.046 0.636 -0.227  0.0747
H -1.653 -0.016 0.973  0.0032

The expectation value of S² is 2.004. As for the gap between HOMO and LUMO (alpha / beta): 6.30 / 6.05 eV. As for the spin multiplicity: 3. For the highest occupied orbital energy (alpha / beta), the calculation gives -5.706 / -10.739 eV. As for the net charge: 0.


Calculated ΔE to the lowest compared entry with this formula, charge and spin (eV), listed in the same order as above: 56.214 0.000 0.000
Calculated molar mass (g/mol), listed in the same order as above: 949.2 169.2 208.0